1.
Formula: C5H16NSi
Source: the OMol25 dataset
Level of theory: ωB97M-V/def2-TZVPD

LUMO level (spin up / spin down)   -3.01 / -5.57 eV
Total charge   +1
Total energy   -14799.266 eV
2S+1   3
Energy above the lowest of the compared OMol25 structures with the same formula, charge and spin   2.406 eV
HOMO-LUMO gap (spin up / spin down)   9.90 / 9.87 eV

Structure (XYZ):
```
23
Properties=species:S:1:pos:R:3:mulliken_spin:R:1
C -1.67175 -1.87804 -0.36143 0.06
C 1.52973 -0.68793 -1.09816 0.06
C 0.91959 1.76472 -0.84193 0.03
C -1.60733 -0.57066 0.37918 0.03
C -0.23585 0.13443 0.52021 0.82
N 0.46102 0.33197 -0.72750 -0.06
Si 0.65834 0.59381 2.09610 0.03
H -0.67787 -2.15288 -0.78409 -0.01
H -2.39572 -2.03171 -1.20091 0.00
H -1.89028 -2.69772 0.32984 -0.01
H 1.77183 -0.67322 -2.15464 0.00
H 2.38401 -0.57606 -0.52442 0.00
H 1.10404 -1.59649 -0.76395 -0.01
H 1.21516 1.87552 -1.85301 0.01
H 0.17336 2.50630 -0.50675 0.01
H 1.77682 1.95984 -0.26569 0.01
H -2.09225 -0.79116 1.41092 0.00
H -2.34750 0.06674 0.03118 0.04
H -1.38507 2.39481 0.42434 0.92
H -0.23278 0.27399 -1.55705 0.02
H -0.23808 -0.23420 2.88724 0.00
H 0.87565 2.05942 2.36833 0.03
H 1.90492 -0.07148 2.19218 0.02
```



2.
Formula: C5H16O2
Source: the OMol25 dataset
Level of theory: ωB97M-V/def2-TZVPD

LUMO level (spin up / spin down)   2.90 / 2.93 eV
Total charge   -1
Total energy   -9536.351 eV
2S+1   2
Energy above the lowest of the compared OMol25 structures with the same formula, charge and spin   2.121 eV
HOMO-LUMO gap (spin up / spin down)   1.71 / 10.44 eV

Structure (XYZ):
```
23
Properties=species:S:1:pos:R:3:mulliken_spin:R:1
C -1.75563 0.15208 -1.74317 -0.09
C -0.59966 -0.38720 -0.75901 0.64
C -0.74244 0.22512 0.61384 0.28
C 0.50557 -0.30470 1.38310 0.02
C 0.54012 -0.19072 2.89170 0.06
H -1.20921 0.55698 -2.53683 -0.08
H -2.43219 0.95870 -1.30737 -0.04
H -2.35808 -0.68051 -2.11368 -0.02
H 0.35848 -0.10234 -1.19043 0.04
H -0.58040 -1.40617 -0.80237 -0.20
H -0.75004 1.34530 0.74930 -0.11
H -1.58244 -0.31818 1.14841 0.06
H 0.69909 -1.28665 1.03659 0.27
H 1.43040 0.34193 1.14697 -0.10
H 0.73557 0.91028 3.19594 0.02
H -0.32699 -0.61141 3.55478 -0.14
H 1.41013 -0.86086 3.43707 -0.11
H -2.95485 4.99433 -1.98621 -0.06
H -2.19783 5.24918 -3.30487 -0.07
O -2.95211 5.03699 -2.92921 0.20
H 3.91950 -4.49476 1.36107 -0.35
H 4.61598 -4.42354 -0.12519 -0.31
O 4.64400 -4.67946 0.85645 1.11
```



3.
Formula: C5H16O3
Source: the OMol25 dataset
Level of theory: ωB97M-V/def2-TZVPD

LUMO level   0.73 eV
Total energy   -11584.717 eV
Energy above the lowest of the compared OMol25 structures with the same formula, charge and spin   2.183 eV
HOMO-LUMO gap   11.11 eV
SMILES   CCCCCO.O.O

Structure (XYZ):
```
24
Properties=species:S:1:pos:R:3:mulliken_charge:R:1
C 1.88585 -0.66974 -0.13703 -0.14
O 2.29508 0.21375 -1.33515 -0.57
C 0.92771 -1.76778 -0.52906 -0.79
C -0.40929 -1.23207 -1.31472 -0.78
C -1.70917 -1.49616 -0.47364 -0.47
C -2.10587 -0.20805 0.32228 -0.98
H 2.73128 -0.96735 0.50297 0.25
H 1.54545 0.13645 0.47486 -0.02
H 2.26169 -0.51794 -2.08805 0.32
H 1.38405 -2.46900 -1.20391 0.37
H 0.61958 -2.39311 0.34207 0.41
H -0.28931 -0.20943 -1.55974 0.51
H -0.37901 -1.74497 -2.29124 0.40
H -2.44874 -1.80539 -1.11604 0.41
H -1.72669 -2.29680 0.35646 0.27
H -3.17845 0.20155 0.07081 0.23
H -1.36358 0.50646 0.21061 0.24
H -2.42725 -0.41102 1.28045 0.35
H -0.15277 2.74071 2.18082 0.36
H -1.25018 3.88803 1.87038 0.29
O -0.92922 3.14577 2.41055 -0.63
H 1.96848 3.07267 0.77745 0.27
H 1.35745 1.88649 0.24570 0.32
O 1.39291 2.39693 1.00318 -0.60
```



4.
Formula: C5H17N2O
Source: the OMol25 dataset
Level of theory: ωB97M-V/def2-TZVPD

LUMO level (spin up / spin down)   0.69 / 0.55 eV
Total energy   -10485.091 eV
2S+1   2
Energy above the lowest of the compared OMol25 structures with the same formula, charge and spin   1.205 eV
HOMO-LUMO gap (spin up / spin down)   3.40 / 10.39 eV

Structure (XYZ):
```
25
Properties=species:S:1:pos:R:3:mulliken_spin:R:1
N 1.99632 -1.02296 -1.98290 0.13
C 2.09590 -0.18419 -0.78705 -0.08
C 0.86415 0.64890 -0.60795 0.37
N -0.35879 -0.11269 -0.14187 0.38
C -2.81610 -0.14987 0.05154 0.42
C -1.57546 0.74092 -0.15850 0.00
C -1.49518 1.78053 0.93320 0.13
H 2.25741 -1.97426 -1.74500 -0.16
H -0.39637 -0.95587 -0.75537 -0.49
H 2.65621 -0.73148 -2.69997 -0.04
H 2.91924 0.54188 -0.90815 0.13
H 2.37851 -0.74999 0.09496 -0.04
H 0.54691 1.18801 -1.49193 0.08
H 1.02511 1.40120 0.17450 0.02
H -0.22454 -0.49120 0.80046 0.18
H -3.72285 0.33798 -0.30141 -0.01
H -2.88524 -0.40149 1.10463 -0.01
H -2.68393 -1.09589 -0.45958 -0.18
H -1.67594 1.19773 -1.14080 -0.07
H -1.16390 1.44313 1.90078 -0.09
H -0.93936 2.69865 0.73146 -0.02
H -2.50635 2.10826 1.18956 0.00
H 1.09847 -1.86947 1.53604 -0.09
H 1.21853 -1.69233 3.01894 -0.16
O 1.00062 -1.16857 2.22883 0.57
```